[1]
C27H29CaN3O3S3 | the ωB97M-V functional and the def2-TZVPD basis

The geometry in XYZ format:
```
66
Properties=species:S:1:pos:R:3:mulliken_charge:R:1
Ca 1.01 1.22 1.21 1.333
C -0.73 3.57 3.33 -0.892
O 0.55 2.98 3.14 -0.276
C 1.59 3.93 3.24 -0.386
C 2.91 3.19 3.17 -0.731
O 3.04 2.45 1.97 -0.253
C 3.82 3.00 0.92 -0.769
C 2.96 3.71 -0.11 -0.502
O 1.99 2.79 -0.57 0.145
C 1.20 3.34 -1.63 -0.820
H -0.75 4.08 4.29 0.321
H -1.46 2.78 3.29 0.243
H -0.94 4.28 2.52 0.377
H 1.53 4.47 4.19 0.476
H 1.50 4.67 2.43 0.223
H 2.95 2.46 3.98 0.283
H 3.75 3.89 3.29 0.416
H 4.32 2.15 0.45 0.295
H 4.58 3.68 1.31 0.420
H 3.60 4.05 -0.94 0.456
H 2.46 4.60 0.32 0.314
H 1.85 3.65 -2.45 0.310
H 0.63 4.20 -1.26 0.346
H 0.50 2.57 -1.94 0.120
N 2.14 -0.61 1.42 -1.195
C 2.00 -1.66 0.74 0.478
C 0.94 -1.76 -0.33 -0.038
C -0.01 -2.78 -0.34 -0.335
C -1.05 -2.77 -1.24 -0.915
C -1.17 -1.74 -2.17 -0.365
C -0.23 -0.72 -2.18 -0.569
C 0.81 -0.73 -1.27 -0.664
C 2.84 -2.90 0.95 0.397
C 3.02 -3.86 -0.04 -0.190
C 3.85 -4.95 0.17 -0.780
C 4.49 -5.10 1.39 -0.352
C 4.32 -4.15 2.39 -0.547
C 3.50 -3.06 2.17 -0.437
H 0.07 -3.58 0.39 0.519
H -1.80 -3.56 -1.22 0.468
H -1.99 -1.74 -2.87 0.597
H -0.32 0.09 -2.90 0.380
H 1.57 0.05 -1.30 0.921
H 2.51 -3.74 -0.99 0.389
H 3.98 -5.68 -0.61 0.376
H 5.13 -5.96 1.56 0.379
H 4.82 -4.27 3.34 0.378
H 3.37 -2.29 2.92 0.357
S -4.34 -2.82 0.65 -0.298
C -3.74 -1.33 0.25 0.059
S -2.55 -0.50 1.21 -0.096
C -2.46 0.78 0.04 0.138
N -3.26 0.62 -0.96 -0.799
N -3.98 -0.54 -0.83 0.705
C -4.85 -0.84 -1.91 0.360
C -6.08 -1.46 -1.70 -0.532
C -6.90 -1.72 -2.79 -0.647
C -6.50 -1.37 -4.07 -0.433
C -5.28 -0.74 -4.27 -0.811
C -4.45 -0.48 -3.19 -0.048
S -1.39 2.12 0.25 -0.348
H -6.38 -1.72 -0.70 0.375
H -7.85 -2.20 -2.62 0.374
H -7.15 -1.58 -4.91 0.382
H -4.97 -0.46 -5.26 0.350
H -3.51 0.03 -3.33 0.568
```

Calculated total energy = -90027.54056 eV
Net charge = 0

=====

[2]
C22H30ClN2O3 | the ωB97M-V functional and the def2-TZVPD basis

The geometry in XYZ format:
```
58
Properties=species:S:1:pos:R:3:mulliken_charge:R:1
C -4.60 -2.73 -0.58 -1.262
C -4.43 -1.40 0.14 0.114
H -4.60 -0.57 -0.55 -0.081
H -5.13 -1.32 0.97 0.426
O -3.16 -1.28 0.77 -0.487
C -2.02 -1.39 0.05 0.142
C -0.91 -1.87 0.74 -0.590
C 0.32 -2.02 0.15 0.336
C 0.47 -1.72 -1.20 -0.460
C -0.61 -1.21 -1.90 -0.691
C -1.83 -0.99 -1.29 0.352
O -2.81 -0.32 -1.99 -0.409
C -2.60 1.09 -2.02 -1.233
C -2.90 1.71 -0.67 0.381
C -4.21 2.07 -0.36 -0.556
C -4.55 2.55 0.89 -0.753
C -3.59 2.68 1.87 -0.514
C -2.28 2.34 1.59 -0.732
C -1.95 1.86 0.33 0.748
Cl -0.29 1.46 0.05 0.164
H -1.51 2.45 2.34 0.454
H -3.85 3.05 2.85 0.412
H -5.58 2.81 1.10 0.419
H -4.97 1.96 -1.13 0.424
H -1.58 1.32 -2.34 0.355
H -3.30 1.47 -2.76 0.503
H -0.50 -0.94 -2.94 0.573
H 1.41 -1.89 -1.70 0.622
C 1.53 -2.35 0.99 -1.301
N 2.04 -1.07 1.48 -0.107
H 1.31 -0.60 2.00 0.205
C 3.30 -1.07 2.21 -0.764
H 3.19 -1.16 3.30 0.432
H 3.90 -1.91 1.87 0.413
C 4.00 0.26 1.86 -0.635
N 3.64 0.54 0.46 0.662
C 4.60 -0.03 -0.51 -0.532
H 4.75 -1.09 -0.30 0.418
C 4.06 0.17 -1.93 -0.293
O 3.85 1.52 -2.20 -0.445
C 2.91 2.07 -1.32 -0.368
H 2.80 3.12 -1.59 0.382
C 3.39 1.96 0.14 -0.616
H 2.62 2.35 0.80 0.480
H 4.32 2.52 0.27 0.369
H 1.94 1.57 -1.42 0.289
H 4.79 -0.19 -2.66 0.389
H 3.12 -0.40 -2.05 0.112
H 5.56 0.50 -0.41 0.362
H 2.69 -0.05 0.45 -0.275
H 3.60 1.07 2.49 0.385
H 5.08 0.21 2.00 0.333
H 1.26 -3.02 1.81 0.473
H 2.31 -2.82 0.38 0.427
H -1.06 -2.13 1.78 0.503
H -5.63 -2.82 -0.93 0.440
H -3.94 -2.78 -1.44 0.281
H -4.38 -3.55 0.09 0.325
```

Calculated total energy = -44939.33842 eV
SMILES string = CCOc1cc(CNCC[NH+]2CCOCC2)ccc1OCc1ccccc1Cl
Relative energy (zero: lowest compared OMol25 entry of this formula, charge and spin) = 8.9 kcal per mole
Net charge = +1

=====

[3]
C30H63I2N5O2P | the ωB97M-V functional and the def2-TZVPD basis

The geometry in XYZ format:
```
103
Properties=species:S:1:pos:R:3:mulliken_charge:R:1
C 3.68 -2.88 -0.91 -0.928
C 2.73 -1.58 -0.70 0.624
O 2.22 -1.41 0.43 -0.456
O 2.51 -0.77 -1.86 -0.339
C 2.60 0.64 -1.56 0.086
C 1.38 1.34 -2.40 -1.019
N 0.08 0.88 -1.78 0.363
C -0.54 1.71 -0.76 -0.172
C -1.86 1.31 -0.01 -0.460
P -2.52 2.50 1.32 0.516
N -3.65 3.46 0.72 -0.693
C -2.57 -0.05 -0.39 -0.230
C -1.88 -0.90 -1.51 0.630
C -2.41 -2.32 -2.03 -0.427
I -2.23 -2.62 -4.18 0.159
C -3.93 -2.66 -1.57 -0.512
C -3.92 -3.28 -0.08 -0.944
I -4.66 -4.23 -2.95 0.010
C -0.58 -0.35 -2.14 -0.344
H 4.77 -2.60 -1.09 0.291
H 3.49 -3.55 -0.01 0.294
H 3.22 -3.43 -1.82 0.348
H 3.56 1.15 -1.91 0.377
H 2.41 0.92 -0.47 0.065
H 1.45 2.48 -2.33 0.392
H 1.46 0.93 -3.46 0.338
H 0.01 2.69 -0.52 0.289
H -1.38 3.28 1.74 0.029
H -2.94 1.69 2.43 0.120
H -3.82 3.21 -0.27 0.248
H -3.51 -0.41 0.15 0.279
H -1.74 -3.12 -1.53 0.365
H -4.54 -1.70 -1.68 0.517
H -4.89 -3.83 0.13 0.374
H -3.65 -2.49 0.72 0.268
H -3.08 -4.08 -0.04 0.334
H -0.08 -0.98 -2.95 0.192
C -5.70 -1.35 -5.61 -1.181
C -7.04 -1.42 -4.88 -0.287
N -7.42 -0.18 -4.22 0.134
C -8.56 -0.33 -3.31 -0.636
C -9.91 -0.71 -3.92 -0.989
C -7.45 1.02 -5.05 -0.711
C -8.37 1.02 -6.27 -0.972
H -4.90 -1.04 -4.93 0.134
H -5.45 -2.34 -6.00 0.414
H -5.73 -0.66 -6.45 0.336
H -6.96 -2.21 -4.13 0.304
H -7.81 -1.75 -5.60 0.226
H -8.68 0.59 -2.72 0.393
H -8.30 -1.10 -2.57 0.314
H -10.37 0.14 -4.43 0.223
H -10.59 -1.02 -3.13 0.406
H -9.83 -1.54 -4.62 0.270
H -6.43 1.22 -5.40 0.370
H -7.69 1.89 -4.43 0.366
H -8.32 0.08 -6.83 0.255
H -8.08 1.82 -6.95 0.367
H -9.41 1.20 -5.99 0.276
C 7.25 -3.12 3.53 -1.475
C 6.04 -2.22 3.35 -0.245
N 4.76 -2.92 3.44 0.229
C 3.63 -2.12 3.00 -0.460
C 3.28 -0.87 3.81 -0.770
C 4.54 -3.70 4.66 -0.701
C 4.60 -2.96 6.00 -0.974
H 7.24 -3.95 2.82 0.330
H 8.17 -2.55 3.36 0.436
H 7.31 -3.53 4.55 0.309
H 6.12 -1.77 2.36 0.392
H 6.10 -1.40 4.07 0.216
H 2.73 -2.75 2.94 0.394
H 3.82 -1.81 1.97 -0.023
H 2.79 -1.12 4.75 0.194
H 2.58 -0.24 3.25 0.253
H 4.16 -0.26 4.03 0.213
H 5.28 -4.51 4.69 0.429
H 3.58 -4.22 4.59 0.334
H 5.44 -2.27 6.06 0.245
H 4.71 -3.68 6.81 0.379
H 3.68 -2.41 6.19 0.279
C 1.79 2.77 2.62 -1.391
C 2.96 3.24 1.76 -0.244
N 3.65 4.40 2.29 0.109
C 4.58 5.01 1.34 -0.657
C 5.79 4.18 0.91 -0.920
C 4.15 4.29 3.66 -0.734
C 5.13 3.16 3.97 -0.742
H 1.07 3.57 2.79 0.270
H 1.27 1.95 2.11 0.414
H 2.12 2.39 3.59 0.302
H 2.55 3.49 0.78 0.385
H 3.65 2.39 1.61 0.178
H 4.94 5.96 1.74 0.367
H 4.01 5.28 0.44 0.368
H 6.55 4.13 1.68 0.246
H 6.25 4.64 0.03 0.397
H 5.51 3.16 0.62 0.208
H 3.28 4.18 4.33 0.350
H 4.60 5.24 3.97 0.395
H 4.83 2.21 3.52 0.061
H 5.18 3.01 5.05 0.385
H 6.14 3.40 3.64 0.277
```

Calculated total energy = -69153.53120 eV
Relative energy (zero: lowest compared OMol25 entry of this formula, charge and spin) = 0.0 kcal per mole
Net charge = +1

=====

[4]
C4H11N3O | the ωB97M-V functional and the def2-TZVPD basis

The geometry in XYZ format:
```
19
Properties=species:S:1:pos:R:3:mulliken_charge:R:1
N 1.68 -2.33 1.03 -0.618
C 1.32 -2.13 -0.39 -0.686
C 0.85 -0.74 -0.73 -0.401
N 0.13 -0.06 0.39 -0.259
C -1.13 0.51 -0.15 -0.353
C -1.60 1.79 0.52 0.249
N -1.52 3.09 0.06 -0.388
O -2.21 1.64 1.57 -0.583
H 2.57 -1.87 1.13 0.233
H 0.95 -2.01 1.65 0.292
H 2.15 -2.45 -1.01 0.369
H 0.57 -2.87 -0.74 0.289
H 0.26 -0.66 -1.65 0.317
H 1.74 -0.18 -1.09 0.328
H 0.57 0.67 0.95 0.239
H -1.91 -0.22 0.12 0.204
H -1.15 0.63 -1.25 0.337
H -2.18 3.77 0.39 0.235
H -1.09 3.41 -0.80 0.197
```

Calculated total energy = -10843.29659 eV
SMILES string = NCCNCC(N)=O
Relative energy (zero: lowest compared OMol25 entry of this formula, charge and spin) = 44.2 kcal per mole
Net charge = 0

=====

[5]
C3H9N3O | the ωB97M-V functional and the def2-TZVPD basis

The geometry in XYZ format:
```
16
Properties=species:S:1:pos:R:3:mulliken_charge:R:1
C 1.77 0.39 0.08 -0.011
C 3.15 -0.37 -0.01 -0.741
C -2.39 -0.60 0.48 -0.196
N 0.66 -0.04 -0.30 -0.463
N -2.27 0.67 -0.34 0.167
N -1.40 1.51 0.10 -0.668
O -1.81 -1.65 -0.22 -0.499
H 1.78 1.43 0.42 0.364
H 3.51 -0.64 -1.08 0.259
H 3.95 0.38 0.37 0.245
H 2.94 -1.34 0.61 0.223
H -2.07 -0.22 1.50 0.262
H -3.39 -0.96 0.45 0.273
H -2.46 0.77 -1.34 0.221
H -1.15 2.26 -0.59 0.194
H -0.82 -1.59 -0.13 0.370
```

Calculated total energy = -9769.74580 eV
Relative energy (zero: lowest compared OMol25 entry of this formula, charge and spin) = 133.6 kcal per mole
Net charge = 0

=====

[6]
C17H11BF7N4O2S | the ωB97M-V functional and the def2-TZVPD basis

The geometry in XYZ format:
```
43
Properties=species:S:1:pos:R:3:mulliken_charge:R:1
N 2.23 -4.43 1.05 -0.412
C 3.18 -4.01 0.55 0.448
O 4.22 -3.52 -0.21 -0.442
C 4.25 -2.11 0.04 0.265
C 5.16 -1.67 1.09 -0.623
C 5.30 -0.22 1.46 0.626
N 6.14 0.26 2.44 -0.690
S 5.80 1.92 2.35 0.169
N 4.64 2.00 1.14 -0.549
C 4.39 0.71 0.67 0.485
C 3.40 0.27 -0.40 0.353
C 2.53 1.38 -1.05 -0.830
C 1.54 2.12 -0.06 -0.602
C 0.50 1.19 0.65 0.352
O 0.66 0.02 0.92 -0.494
N -0.78 1.83 1.04 -0.337
C -1.94 1.09 0.53 0.125
C -2.75 1.75 -0.55 -0.199
C -3.96 1.04 -1.08 -0.420
C -4.40 -0.32 -0.58 -0.380
C -3.60 -0.95 0.50 -0.578
C -2.42 -0.22 1.01 0.058
C 3.34 -1.17 -0.75 -0.006
C 2.37 -1.63 -1.89 0.628
F 2.50 -2.95 -2.26 -0.281
F 1.06 -1.47 -1.45 -0.179
F 2.59 -0.88 -3.05 -0.263
H 5.77 -2.43 1.64 0.393
H 3.25 2.18 -1.43 0.377
H 1.93 1.06 -1.94 0.455
H 0.97 2.88 -0.67 0.335
H 2.09 2.70 0.74 0.389
H -0.88 1.80 2.07 0.378
H -2.45 2.77 -0.93 0.316
H -4.57 1.53 -1.88 0.325
H -5.28 -0.89 -0.96 0.279
H -3.81 -1.95 0.96 0.341
H -1.81 -0.71 1.83 0.183
B -8.23 0.20 -0.31 0.629
F -9.35 0.36 -1.17 -0.402
F -7.75 -1.14 -0.39 -0.432
F -7.19 1.10 -0.70 -0.383
F -8.62 0.49 1.03 -0.405
```

Calculated total energy = -58400.24213 eV
Net charge = -1

=====

- Look up the net charge of the sixth one.
  -1

=====

- calculated total energy of number 6 (C17H11BF7N4O2S)?
  -58400.24213 eV